Record 1
Density functional theory data (the ωB97M-V functional and the def2-TZVPD basis) for a structure of composition C27H35CoF5N4OP2Te.

Output
- maximum force (eV Å⁻¹) = 7.25
- spin multiplicity = 4
- electronic energy (eV) = -113652.46067
- molar mass (g/mol) = 775.08
- frontier orbital gap (alpha / beta) (eV) = 6.574 / 6.241
- energy above the lowest of the compared OMol25 structures with the same formula, charge and spin (kJ/mol) = 100.2

Last column: Löwdin charge in e.
Atoms and positions in Å:
Co  -0.182  -2.179  0.496  0.329
C  -0.882  3.363  4.361  -0.109
C  -1.196  2.516  3.376  -0.100
C  -0.583  2.260  2.036  -0.210
C  0.703  1.463  2.005  -0.193
C  1.906  2.336  1.911  -0.104
C  2.160  3.418  2.657  -0.111
C  1.186  4.418  3.182  -0.193
C  0.380  4.138  4.492  -0.194
C  0.994  -3.335  1.634  -0.193
H  -1.544  3.435  5.236  0.107
H  -2.098  1.915  3.511  0.083
H  -0.467  3.150  1.393  0.120
H  -1.292  1.589  1.541  0.055
H  0.818  0.805  2.877  0.093
H  0.718  0.807  1.102  0.085
H  2.681  1.966  1.230  0.085
H  3.201  3.677  2.894  0.102
H  0.444  4.662  2.398  0.111
H  1.822  5.288  3.436  0.108
H  1.044  3.656  5.223  0.118
H  0.116  5.112  4.931  0.104
H  1.326  -2.319  1.998  0.001
H  1.855  -3.925  1.292  -0.009
H  0.485  -3.922  2.459  0.017
P  1.403  -1.646  -0.852  1.093
P  -2.104  -0.827  -0.680  1.201
N  2.743  -0.299  -1.181  -0.173
N  2.043  -2.731  -2.073  -0.233
N  -1.986  0.938  -1.386  -0.221
N  -3.666  -1.122  -1.687  -0.233
C  0.240  -0.799  -1.962  -0.435
C  -1.046  -1.595  -1.956  -0.415
C  3.883  -0.044  -0.429  -0.154
C  4.747  0.787  -1.162  -0.090
C  4.136  1.010  -2.433  -0.081
C  2.906  0.365  -2.395  -0.186
C  2.413  -4.050  -1.819  -0.121
C  2.957  -4.576  -2.986  -0.080
C  2.926  -3.549  -3.987  -0.067
C  2.358  -2.430  -3.405  -0.130
C  -2.340  2.103  -0.705  -0.148
C  -2.350  3.193  -1.583  -0.072
C  -2.036  2.676  -2.884  -0.080
C  -1.788  1.309  -2.726  -0.193
C  -4.294  -0.424  -2.726  -0.136
C  -5.226  -1.253  -3.343  -0.087
C  -5.160  -2.518  -2.683  -0.098
C  -4.181  -2.420  -1.701  -0.175
H  0.631  -0.804  -2.975  0.055
H  0.178  0.237  -1.595  0.081
H  -1.525  -1.534  -2.937  0.103
H  -0.928  -2.663  -1.648  0.083
H  3.975  -0.451  0.570  0.105
H  5.695  1.192  -0.829  0.092
H  4.510  1.549  -3.300  0.098
H  2.139  0.384  -3.159  0.088
H  2.216  -4.485  -0.845  0.089
H  3.344  -5.576  -3.120  0.094
H  3.281  -3.589  -5.009  0.101
H  2.123  -1.482  -3.874  0.088
H  -2.579  2.082  0.352  0.093
H  -2.591  4.217  -1.325  0.097
H  -2.049  3.198  -3.839  0.100
H  -1.447  0.596  -3.474  0.108
H  -4.044  0.605  -2.953  0.093
H  -5.868  -0.968  -4.166  0.095
H  -5.762  -3.388  -2.890  0.090
H  -3.790  -3.153  -1.008  0.098
F  0.392  -0.631  4.027  -0.387
Te  -1.136  -1.815  4.061  1.910
F  -1.134  -1.360  5.928  -0.367
F  -2.365  -0.365  3.878  -0.372
F  0.168  -3.101  4.595  -0.377
F  -2.481  -3.135  4.422  -0.371
O  -1.127  -1.950  2.185  -0.675



Record 2
Density functional theory data (the ωB97M-V functional and the def2-TZVPD basis) for a structure of composition C27H35CrN4O7P.

Output
- maximum force (eV Å⁻¹) = 3.70
- spin multiplicity = 5
- electronic energy (eV) = -86563.75084
- molar mass (g/mol) = 610.57
- frontier orbital gap (alpha / beta) (eV) = 4.326 / 5.762

Last column: Löwdin charge in e.
Atoms and positions in Å:
O  -1.603  -0.855  -5.438  0.004
H  -1.406  -1.156  -6.391  0.197
Cr  -0.450  0.572  -2.304  0.834
N  1.062  -0.539  -2.697  -0.205
N  -1.190  -1.234  -1.751  -0.175
N  0.497  2.066  -1.804  -0.204
N  -1.926  1.399  -1.248  -0.148
O  2.228  -0.034  -3.010  -0.151
O  1.846  2.133  -1.871  -0.084
O  -3.061  0.825  -0.836  -0.092
O  -2.169  -1.456  -0.918  -0.153
C  -0.454  -2.281  -2.160  -0.274
C  0.853  -1.891  -2.591  -0.251
C  -0.222  2.924  -1.009  -0.258
C  -1.600  2.598  -0.763  -0.265
C  1.909  -2.869  -2.914  -0.030
H  2.090  -2.962  -3.993  0.087
H  1.673  -3.873  -2.531  0.075
H  2.843  -2.541  -2.447  0.086
C  -0.933  -3.656  -1.879  -0.031
H  -2.022  -3.724  -1.906  0.081
H  -0.627  -4.052  -0.902  0.058
H  -0.542  -4.329  -2.634  0.073
C  0.373  4.182  -0.541  -0.027
C  -2.556  3.352  0.090  -0.023
H  1.027  4.546  -1.329  0.084
H  1.004  4.028  0.330  0.075
H  -0.327  4.985  -0.296  0.081
H  -3.538  2.881  0.213  0.083
H  -2.777  4.326  -0.333  0.076
H  -2.171  3.504  1.099  0.058
H  2.139  1.248  -2.407  0.043
H  -2.743  -0.234  -0.809  0.032
C  -3.109  -0.674  -4.948  0.121
H  -3.595  -1.617  -5.067  0.087
H  -3.586  0.104  -5.544  0.104
H  -2.985  -0.503  -3.923  0.062
O  -0.742  1.056  -4.049  -0.318
H  -1.000  -0.021  -5.180  0.115
H  -0.344  1.879  -4.314  0.026
O  0.427  0.048  0.153  -0.297
P  0.675  -0.143  1.625  0.811
C  2.026  0.895  2.202  -0.286
C  2.319  0.994  3.575  -0.092
C  3.338  1.843  4.005  -0.086
C  4.067  2.601  3.079  -0.078
C  3.766  2.501  1.713  -0.069
C  2.752  1.653  1.275  -0.054
C  -0.786  0.353  2.573  -0.240
C  -1.714  -0.579  3.044  -0.061
C  -2.855  -0.153  3.718  -0.073
C  -3.065  1.206  3.950  -0.079
C  -2.138  2.148  3.494  -0.087
C  -0.994  1.726  2.809  -0.078
C  1.029  -1.888  1.922  -0.244
C  0.105  -2.828  1.437  -0.091
C  0.380  -4.189  1.544  -0.085
C  1.583  -4.616  2.113  -0.080
C  2.514  -3.682  2.569  -0.082
C  2.251  -2.313  2.471  -0.062
H  1.747  0.414  4.302  0.116
H  3.568  1.917  5.071  0.103
H  4.867  3.266  3.412  0.103
H  4.325  3.084  0.976  0.110
H  2.512  1.587  0.208  0.096
H  -1.542  -1.637  2.874  0.092
H  -3.574  -0.886  4.073  0.104
H  -3.952  1.546  4.481  0.103
H  -2.287  3.219  3.678  0.109
H  -0.247  2.459  2.474  0.115
H  -0.836  -2.485  0.989  0.101
H  -0.354  -4.910  1.186  0.104
H  1.794  -5.682  2.195  0.103
H  3.459  -4.007  3.004  0.103
H  2.976  -1.570  2.810  0.101



Record 3
Density functional theory data (the ωB97M-V functional and the def2-TZVPD basis) for a cluster of 3 separate species, C27H35F3N4O7PS2 in total.

Output
- maximum force (eV Å⁻¹) = 6.75
- total charge = -1
- electronic energy (eV) = -87950.59065
- molar mass (g/mol) = 679.70
- frontier orbital gap (eV) = 5.161

Last column: Löwdin charge in e.
Atoms and positions in Å:
C  1.714  -1.795  -1.575  -0.118
C  0.138  -2.275  -1.577  -0.329
O  -0.705  -1.658  -0.554  -0.436
P  -0.825  -2.591  0.908  0.466
C  0.289  -1.295  1.752  -0.300
C  -0.345  0.231  1.817  -0.266
C  0.199  1.230  0.626  -0.486
S  2.022  1.657  0.736  0.753
C  2.421  2.416  -0.960  -0.914
S  1.746  3.864  -1.551  0.678
N  3.398  1.636  -1.858  -0.212
C  3.009  1.135  -3.232  -0.043
C  4.381  0.357  -3.686  -0.113
N  5.416  0.496  -2.583  -0.046
C  4.826  1.309  -1.435  -0.062
C  -2.117  -3.694  -0.013  -0.227
C  -3.197  -2.589  -0.902  -0.172
C  -3.138  -2.782  -2.627  -0.059
O  -4.379  -3.272  -1.665  -0.299
C  -1.073  -3.633  2.488  -0.287
C  -0.449  -5.134  2.286  -0.254
O  -1.436  -6.091  2.889  -0.117
C  0.977  -5.417  3.033  -0.169
F  0.875  -6.454  4.126  -0.023
F  1.700  -4.219  3.514  0.006
F  1.886  -6.055  2.007  -0.041
H  2.205  -2.313  -0.619  0.077
H  1.813  -0.637  -1.386  0.045
H  2.341  -2.184  -2.494  0.078
H  -0.298  -1.923  -2.631  0.115
H  0.142  -3.443  -1.610  0.100
H  0.282  -3.464  0.563  0.029
H  -1.975  -1.785  1.344  0.018
H  0.646  -1.549  2.835  0.071
H  1.287  -1.185  1.105  0.065
H  0.050  0.710  2.837  0.102
H  -1.512  0.270  1.882  0.100
H  -0.001  0.854  -0.462  0.084
H  -0.401  2.245  0.746  0.084
H  1.979  1.292  -3.776  0.121
H  4.461  -0.199  -4.734  0.098
H  5.374  1.589  -0.427  0.134
H  -1.650  -4.406  -0.814  0.067
H  -2.807  -4.318  0.693  0.082
H  -3.335  -1.427  -0.451  0.156
H  -2.946  -3.919  -2.887  0.105
H  -3.809  -2.076  -3.288  0.093
H  -0.631  -3.179  3.472  0.069
H  -2.234  -3.790  2.720  0.096
H  -0.335  -5.480  1.169  0.149
H  -1.166  -7.038  2.664  0.110
C  1.148  5.593  -4.438  -0.091
C  0.283  6.674  -4.613  -0.061
C  0.262  7.366  -5.826  -0.005
C  1.113  6.961  -6.863  -0.148
C  1.989  5.880  -6.688  -0.001
C  2.002  5.199  -5.469  -0.056
N  1.079  7.667  -8.149  -0.329
O  0.305  8.630  -8.259  0.053
O  1.822  7.258  -9.053  0.055
H  1.156  5.054  -3.492  -0.029
H  -0.379  6.977  -3.804  0.109
H  -0.418  8.206  -5.946  0.116
H  2.658  5.559  -7.483  0.118
H  2.675  4.357  -5.324  0.108
C  -1.356  0.810  7.753  -0.084
C  -0.808  -0.335  7.171  -0.069
C  -1.410  -0.904  6.047  0.010
C  -2.562  -0.314  5.509  -0.133
C  -3.118  0.831  6.096  -0.004
C  -2.509  1.389  7.221  -0.078
N  -3.184  -0.893  4.312  -0.301
O  -2.673  -1.917  3.834  0.035
O  -4.181  -0.323  3.847  0.059
H  -0.880  1.254  8.626  0.103
H  0.090  -0.781  7.592  0.108
H  -0.971  -1.796  5.605  0.117
H  -4.014  1.296  5.692  0.117
H  -2.931  2.280  7.682  0.103